Entry 1:
Molecular formula: C38H86Cl4N9O11P3
Method: DFT, ωB97M-V with the def2-TZVPD basis set

```
151
C38H86Cl4N9O11P3 | the Open Molecules 2025 dataset | ωB97M-V with the def2-TZVPD basis set
C -0.844 6.720 -3.176
N -0.175 5.487 -2.754
C 0.424 5.502 -1.379
P 0.442 4.519 -4.028
O 1.537 5.189 -4.741
N 0.726 2.979 -3.295
C 2.034 2.304 -3.483
C -0.334 2.253 -2.566
N -0.910 4.129 -4.987
C -2.306 4.155 -4.510
C -0.645 3.476 -6.234
H -1.458 6.633 -4.072
H -0.109 7.470 -3.471
H -1.350 7.086 -2.283
H 1.505 5.427 -1.496
H 0.046 4.609 -0.883
H 0.262 6.505 -0.982
H 2.522 2.066 -2.538
H 1.988 1.315 -3.939
H 2.763 3.025 -3.855
H -0.854 2.968 -1.928
H -0.970 1.841 -3.349
H 0.040 1.425 -1.963
H -2.856 5.012 -4.899
H -2.823 3.262 -4.861
H -2.544 4.240 -3.449
H -1.061 4.008 -7.090
H -1.062 2.469 -6.255
H 0.372 3.275 -6.569
C -0.052 -3.807 -5.733
N 0.773 -4.027 -4.468
C 1.829 -3.034 -4.306
P 0.151 -4.919 -3.070
O -0.816 -5.978 -3.527
N 1.605 -5.499 -2.466
C 1.686 -6.867 -1.986
C 2.510 -4.652 -1.835
N -0.537 -3.630 -2.088
C -0.753 -3.998 -0.700
C -1.623 -2.975 -2.704
H -0.548 -4.726 -6.047
H 0.659 -3.669 -6.547
H -0.758 -2.977 -5.736
H 2.788 -3.529 -4.158
H 1.520 -2.329 -3.534
H 1.940 -2.384 -5.174
H 0.981 -6.853 -1.155
H 1.443 -7.607 -2.748
H 2.631 -7.077 -1.485
H 2.558 -4.846 -0.764
H 3.563 -4.817 -2.063
H 2.385 -3.576 -1.958
H 0.121 -4.490 -0.274
H -0.818 -3.159 -0.007
H -1.574 -4.689 -0.508
H -2.351 -3.717 -3.032
H -1.355 -2.605 -3.694
H -2.004 -2.137 -2.120
C -7.699 3.642 1.908
N -7.342 2.374 1.260
C -8.616 1.876 0.753
P -6.105 1.395 1.931
O -6.430 0.714 3.216
N -5.590 0.423 0.597
C -5.537 -1.031 0.916
C -5.906 0.627 -0.808
N -4.692 2.502 2.127
C -3.721 2.125 3.208
C -4.199 3.354 1.025
H -8.249 3.345 2.801
H -8.218 4.371 1.287
H -6.807 4.180 2.231
H -8.461 1.021 0.095
H -9.280 2.642 0.355
H -9.153 1.570 1.652
H -6.598 -1.278 0.946
H -4.898 -1.515 0.177
H -5.063 -1.458 1.799
H -6.824 0.140 -1.138
H -5.763 1.692 -0.992
H -5.163 0.063 -1.370
H -4.212 2.062 4.180
H -3.350 1.109 3.075
H -2.914 2.858 3.168
H -3.502 4.117 1.374
H -5.066 3.878 0.623
H -3.741 2.690 0.293
O 6.392 -5.398 2.862
C 6.222 -4.570 2.031
C 6.090 -3.047 2.335
C 6.211 -2.254 0.993
C 5.881 -3.417 0.026
O 6.198 -4.665 0.706
H 5.110 -2.846 2.769
H 6.798 -2.689 3.081
H 5.418 -1.509 0.927
H 7.179 -1.757 0.926
H 4.835 -3.229 -0.215
H 6.497 -3.120 -0.823
O -0.486 6.901 3.317
C -0.046 5.882 3.859
C -0.003 4.581 3.191
C 0.046 3.654 4.380
C 0.402 4.468 5.591
O 0.105 5.814 5.181
H -0.788 4.257 2.509
H 0.886 4.426 2.579
H -0.915 3.138 4.383
H 0.884 2.958 4.349
H -0.326 4.137 6.332
H 1.375 4.355 6.068
O -1.437 -4.024 4.352
C -0.433 -4.701 4.192
C -0.449 -6.062 3.557
C 0.988 -5.981 2.983
C 1.891 -5.066 3.889
O 0.866 -4.253 4.529
H -0.532 -6.978 4.141
H -1.130 -5.894 2.722
H 1.389 -6.990 2.896
H 1.090 -5.599 1.967
H 2.539 -5.582 4.598
H 2.526 -4.486 3.219
O 6.196 -1.954 -3.143
C 6.521 -0.904 -2.605
C 5.776 0.403 -2.388
C 6.841 1.327 -1.809
C 7.805 0.378 -1.171
O 7.664 -0.823 -1.865
H 5.191 0.621 -3.282
H 5.053 0.172 -1.605
H 7.383 1.856 -2.592
H 6.515 2.122 -1.138
H 8.846 0.698 -1.206
H 7.627 0.206 -0.110
Cl 1.960 0.857 5.923
C 0.611 0.912 7.081
C -0.431 -0.272 6.915
Cl -1.159 -0.465 5.264
H 0.042 1.791 6.780
H 1.121 0.968 8.043
H -1.279 -0.225 7.598
H 0.016 -1.265 6.946
Cl 1.744 -0.289 0.142
C 0.259 -0.818 1.021
C -0.394 0.450 1.716
Cl -1.401 1.337 0.640
H 0.533 -1.575 1.756
H -0.528 -1.294 0.435
H 0.217 1.149 2.287
H -1.216 -0.077 2.201
```

Values from the calculation:
Largest force on an atom in eV/A: 5.272
M in g/mol: 1079.892
Kohn-Sham gap in Eh: 0.302
SMILES: CN(C)P(=O)(N(C)C)N(C)C.CN(C)P(=O)(N(C)C)N(C)C.CN(C)P(=O)(N(C)C)N(C)C.O=C1CCCO1.O=C1CCCO1.O=C1CCCO1.O=C1CCCO1.ClCCCl.ClCCCl

Results of the Löwdin charge analysis, in e, for atoms 1 through 2:
1 C -0.124
2 N -0.317

Entry 2:
Molecular formula: C38H87BN5O19
Method: DFT, ωB97M-V with the def2-TZVPD basis set

```
150
C38H87BN5O19 | the Open Molecules 2025 dataset | ωB97M-V with the def2-TZVPD basis set
O 1.636 1.942 14.784
C 1.610 3.152 14.655
O 2.660 4.004 14.641
B 2.136 5.368 14.707
O 0.749 5.320 15.152
C 0.318 4.058 14.951
O -0.886 3.789 15.014
O 2.206 5.979 13.373
C 2.842 7.111 13.390
O 3.196 7.718 12.417
C 3.186 7.419 14.815
O 2.842 6.377 15.566
O 3.833 8.334 15.223
C 6.273 11.064 15.789
C 5.174 11.273 16.900
C 5.243 10.126 17.921
O 5.487 12.477 17.578
H 7.284 10.936 16.178
H 6.147 11.841 15.036
H 6.172 10.112 15.270
H 4.215 11.356 16.389
H 6.208 9.695 18.190
H 4.755 9.237 17.521
H 4.857 10.462 18.884
H 6.309 12.883 17.292
C -2.773 5.386 10.981
C -1.877 6.473 10.666
C -0.426 6.201 11.006
O -1.907 6.624 9.246
H -2.641 4.545 10.301
H -3.840 5.606 10.936
H -2.602 4.950 11.966
H -2.084 7.451 11.101
H 0.236 6.991 10.652
H -0.104 5.287 10.507
H -0.314 6.207 12.090
H -1.253 6.019 8.888
C 4.888 2.364 13.012
O 5.973 3.158 13.286
C 5.767 4.239 14.137
C 6.896 5.371 14.098
N 7.445 5.550 12.750
C 8.657 6.421 12.590
C 8.222 7.943 12.832
O 9.006 8.897 12.050
C 8.815 10.173 12.555
H 5.072 1.483 12.397
H 4.089 2.975 12.591
H 4.383 1.981 13.900
H 5.654 3.854 15.150
H 4.897 4.735 13.708
H 7.634 4.946 14.779
H 6.495 6.282 14.542
H 7.398 4.825 12.049
H 8.940 6.328 11.541
H 9.575 5.949 12.938
H 8.288 8.143 13.901
H 7.176 8.069 12.552
H 9.233 10.377 13.540
H 7.751 10.391 12.457
H 9.401 10.813 11.895
C -2.092 7.561 14.461
O -2.101 8.869 14.024
C -0.784 9.502 14.298
C -0.488 9.390 15.841
N -0.884 10.603 16.499
C -2.282 10.928 16.321
C -2.548 12.383 16.843
O -2.277 12.590 18.239
C -3.085 11.757 19.142
H -2.550 7.542 15.450
H -1.222 6.926 14.293
H -2.922 7.085 13.939
H -0.643 10.515 13.922
H -0.110 9.143 13.520
H 0.597 9.301 15.901
H -0.772 8.461 16.337
H -0.577 10.584 17.461
H -2.773 10.132 16.881
H -2.707 10.765 15.331
H -3.521 12.770 16.541
H -1.788 12.933 16.287
H -3.151 12.021 20.198
H -2.687 10.749 19.253
H -4.031 11.417 18.721
C 0.541 1.632 18.224
O 0.825 2.601 19.192
C -0.416 3.023 19.962
C -0.398 4.599 20.130
N -0.923 5.146 18.909
C -1.000 6.598 18.864
C 0.428 7.202 18.848
O 0.437 8.573 18.534
C 1.790 9.121 18.295
H 0.525 0.644 18.684
H 1.343 1.547 17.490
H -0.359 1.818 17.637
H -0.323 2.654 20.983
H -1.281 2.454 19.621
H 0.648 4.866 20.279
H -0.794 4.795 21.126
H -0.433 4.713 18.139
H -1.721 7.043 19.550
H -1.466 6.837 17.908
H 0.994 6.648 18.099
H 1.010 7.065 19.760
H 1.443 10.015 17.777
H 2.547 8.640 17.676
H 2.238 9.455 19.231
C -5.324 2.747 11.735
O -4.051 2.189 11.887
C -3.603 2.078 13.247
C -2.147 1.747 13.304
N -1.743 0.742 12.259
C -0.263 0.938 11.922
C -0.122 2.247 11.019
O -0.867 2.077 9.807
C -0.594 2.906 8.747
H -5.596 3.590 12.371
H -6.059 1.949 11.834
H -5.364 3.218 10.753
H -4.243 1.349 13.744
H -3.682 3.016 13.796
H -1.939 1.384 14.311
H -1.638 2.708 13.235
H -2.276 0.934 11.423
H 0.036 0.032 11.396
H 0.274 1.088 12.859
H 0.947 2.385 10.859
H -0.542 3.036 11.642
H -0.955 3.908 8.976
H -1.051 2.306 7.959
H 0.426 3.028 8.384
C 1.026 11.229 7.990
C 2.203 10.815 8.871
C 2.102 9.275 9.271
O 2.172 8.406 8.171
C 3.327 7.583 8.059
N 3.509 11.087 8.174
H 1.071 12.299 7.789
H 0.030 10.986 8.358
H 1.030 10.566 7.125
H 2.283 11.361 9.811
H 1.202 9.051 9.844
H 2.852 9.041 10.027
H 3.471 6.893 8.890
H 4.166 8.275 8.130
H 3.330 7.058 7.104
H 4.249 10.550 8.601
H 3.308 10.727 7.252
```

Values from the calculation:
Largest force on an atom in eV/A: 3.574
M in g/mol: 928.942
2S+1: 2
Kohn-Sham gap (alpha / beta) in Eh: 0.251 / 0.079

Results of the Löwdin charge analysis, in e, for atoms 1 through 2:
1 O 0.127
2 C -0.302